Record 1
2 unconnected molecules or ions with the total composition C6H18NO. Source: the OMol25 dataset; level of theory: ωB97M-V/def2-TZVPD.

The energy above the lowest of the compared OMol25 structures with the same formula, charge and spin is 17.9 kcal/mol. The calculation puts the frontier orbital gap at 11.0 eV. The total energy comes out at -369.14892 a.u. The max |F| comes out at 0.020 hartree/bohr. As for the HOMO energy: -14.3 eV.

Structure (ORCA input):
```
! RIJCOSX wB97M-V def2-TZVPD def2/J DEFGRID3
* xyz 1 1
H -0.4525 2.3735 -1.4298
C 1.6166 -0.6476 0.5509
H -0.6543 -0.6753 -2.0503
H 1.1325 -0.3328 -1.9773
H -2.4384 2.4303 1.3857
H 1.8586 0.4218 0.5804
H 0.6795 -4.4467 0.5833
C 0.2242 -0.9130 -0.0425
H -1.8376 -0.2258 0.0450
H -0.0707 -1.9052 0.2598
H -0.1520 1.8096 1.3692
H -2.7577 1.7299 -0.1362
N 0.1662 1.9812 -0.7214
H 1.7566 -1.0519 1.5560
C 0.2996 -0.9324 -1.6002
H 1.2467 -3.4164 1.5608
H 2.3917 -1.0904 -0.0586
C -0.8722 0.0165 0.5031
C -2.0040 2.3137 0.3882
C -0.6960 1.5390 0.4739
H 0.4129 -1.9628 -1.9226
H 0.8677 2.6809 -0.4718
H -1.8382 3.3009 -0.0336
H 0.6256 1.1690 -1.1380
O 1.4799 -3.9420 0.7678
H -0.9848 -0.2239 1.5584
*
```

Atom charges from the Mulliken analysis, given in e for atoms 1 to 4: atom 1 (H): 0.421, atom 2 (C): -1.357, atom 3 (H): 0.364, atom 4 (H): 0.592



Record 2
A molecular structure, C25H42AsIN6Si2Ti. Source: the OMol25 dataset; level of theory: ωB97M-V/def2-TZVPD.

The energy above the lowest of the compared OMol25 structures with the same formula, charge and spin is 0.0 kcal/mol. The calculation puts the frontier orbital gap at 6.3 eV. The total energy comes out at -5268.33747 a.u. The max |F| comes out at 0.031 hartree/bohr. As for the HOMO energy: -6.7 eV.

Structure (ORCA input):
```
! RIJCOSX wB97M-V def2-TZVPD def2/J DEFGRID3
* xyz 0 1
C -1.5254 -1.9171 -2.6824
N -0.3525 -1.2277 -2.0644
C -0.2171 -0.1622 2.3111
H 1.2520 3.8342 3.3040
C 0.6388 -2.2824 -1.6889
H 2.4485 -1.8428 1.0276
C 0.2701 -0.3963 -3.1438
H -5.7738 -2.3910 -0.8263
C 1.7567 -1.3937 1.7315
C 2.0027 -1.5843 3.1185
H 3.3255 0.8918 2.0502
H 3.9538 2.7964 -2.3422
C -5.0213 -1.7842 1.8103
H 1.2384 5.8234 1.2707
C -3.0696 -2.1138 0.4980
C -1.3416 4.1089 0.8077
C 1.1545 -1.1004 4.0738
C 3.8990 3.0517 -1.2813
H 1.1461 0.0980 -2.7295
H -4.2937 -1.2957 2.4545
H 2.5850 4.8041 0.7557
H -0.8567 -0.0519 5.6465
N -4.3188 -2.4148 0.6888
N 1.0259 -3.1004 -2.8270
H -1.2514 -1.1143 -5.1466
H -2.2398 -1.1496 -2.9798
H -1.9784 -2.5573 -1.9291
H -3.2145 1.4541 2.3918
H 2.4932 -1.7432 -3.4457
H 4.8960 0.1173 -1.0299
C -5.0888 -3.0936 -0.3499
Si 3.1218 1.6369 -0.3216
H -2.0533 3.3276 1.0761
H -0.1764 2.7878 3.2910
H 2.8805 -2.1426 3.4228
H 0.1970 -2.9086 -0.9115
H 1.3962 2.1373 2.8381
C -1.3697 0.5308 1.8322
C -0.1713 -3.7260 -3.3876
H -5.5555 -2.5475 2.3750
H 1.5157 -1.7823 -1.2783
Si 0.4253 3.5350 0.9968
H -1.5375 4.3925 -0.2282
H 1.3546 -1.2688 5.1254
C 1.5232 5.0036 0.6039
Ti -0.7949 -0.0397 -0.0327
I -2.8158 1.2985 -1.3751
H 1.3836 5.3394 -0.4252
H 4.8392 1.5824 1.4386
C 3.8050 0.0746 -1.1080
C -0.0135 -0.3921 3.6876
C 0.7567 3.0169 2.7718
H -5.7215 -1.0390 1.4316
C -2.1159 0.7358 4.1139
C -0.5288 -1.8669 -4.8271
H -1.5207 4.9798 1.4455
C -2.3205 0.9392 2.7317
H 1.8921 -2.8317 -4.7123
H 3.4769 -0.8428 -0.6218
C 3.7504 1.6931 1.4438
H -0.2410 -2.4703 -5.6897
H -5.6524 -3.9113 0.0979
C 0.6855 -0.6616 1.3026
H 0.1172 -4.3416 -4.2412
H -2.8556 1.0917 4.8215
H 3.3270 3.9749 -1.1983
H -0.6258 -4.3683 -2.6296
H 4.9151 3.2455 -0.9259
H 3.5589 0.0200 -2.1706
As 0.8169 1.8712 -0.6051
H -4.4117 -3.4953 -1.0994
N -1.9683 -1.7836 0.3563
N 0.6552 -1.2005 -4.2915
N -1.1560 -2.7342 -3.8251
C -0.9933 0.0943 4.5809
H -0.4529 0.3674 -3.4325
C 1.6035 -2.2247 -3.8525
H 3.5120 2.6398 1.9319
*
```

Atom charges from the Mulliken analysis, given in e for atoms 1 to 4: atom 1 (C): -0.794, atom 2 (N): 1.289, atom 3 (C): 1.243, atom 4 (H): 0.530



Record 3
A molecular structure, C43H45As2N2O9S2Ti. Source: the OMol25 dataset; level of theory: ωB97M-V/def2-TZVPD.

The energy above the lowest of the compared OMol25 structures with the same formula, charge and spin is 58.2 kcal/mol. The calculation puts the frontier orbital gap (alpha / beta) at 5.1 / 6.0 eV. The total energy comes out at -8569.59935 a.u. The max |F| comes out at 0.030 hartree/bohr. As for the HOMO energy (alpha / beta): -3.3 / -4.6 eV.

Structure (ORCA input):
```
! RIJCOSX wB97M-V def2-TZVPD def2/J DEFGRID3
* xyz -1 3
C -6.9100 2.8480 -3.1977
C 3.1074 -2.4848 5.9658
H 2.4084 2.4083 -0.6547
C -2.7465 -0.2294 2.8907
C -0.3817 3.9542 -4.7103
C 2.8028 -4.7188 2.2917
H 2.7001 -0.1509 -4.0726
H 3.2516 0.6959 -2.6192
C 2.3188 2.4028 0.4279
H -4.3747 5.1666 -4.1671
As -2.4600 4.0541 -2.8707
C 2.5401 3.5724 1.1347
C 2.0926 2.4164 3.1801
C 2.2551 -3.1814 7.0393
H -7.5120 3.4501 -2.5151
N 1.8189 -2.9358 1.1451
H 2.0306 -1.6627 3.5103
H 3.7128 -6.3384 3.3818
C 1.3704 -4.6244 -3.4109
C 3.3509 -5.3188 3.4166
H 3.1514 -0.5133 5.0365
C 1.8583 -3.7921 0.1944
C 0.3639 -2.4926 -2.9979
C -2.4975 1.5339 -1.6795
O 1.2024 0.3277 -2.7243
H -0.5167 3.5973 1.1998
H 2.0062 2.4128 4.2611
O -0.6856 1.0276 -0.2505
C 2.9757 -3.2455 4.6473
H 1.1013 1.6607 -5.8544
H -5.5798 0.6359 1.2626
Ti 0.0516 -0.6584 -0.5291
C -1.0646 3.0020 -3.8531
S -0.4789 -1.4412 1.8682
O -2.0016 -1.3655 -0.4154
S 2.5779 -5.3600 0.7050
C -4.6029 0.2186 1.4575
H 2.2952 -2.6205 7.9762
H 2.6186 0.0134 -0.5375
H -3.3181 1.2312 -4.5304
H 5.2022 -1.9704 5.6773
H 3.8407 -5.0457 5.4617
H 1.2149 -3.2412 6.7141
C 2.6270 -1.0375 5.8373
H 2.2275 -0.8999 0.9382
H 2.7997 4.4766 0.5969
O -5.5364 3.1150 -2.9550
C 4.5753 -2.4696 6.4187
C 0.6875 -2.4443 -1.6267
H 2.5943 4.5035 3.0765
H -4.3331 -0.4335 -0.5761
H 1.6419 -5.4388 -4.0702
C -2.0560 -0.7859 1.8119
C 0.6735 -3.5209 -3.8703
N -2.6776 -0.8416 0.6040
C 2.4292 3.5894 2.5193
C 2.5516 -0.0496 -2.9949
C -1.3855 2.9909 1.4344
C 1.4005 -3.6064 -1.1931
C 1.9301 -0.0668 0.3079
H 4.9629 -3.4783 6.5601
H -2.2371 -0.2063 3.8433
H 2.7128 -1.0107 -2.5140
H -2.0476 3.5392 2.1023
C 1.7237 -4.6473 -2.0812
O -0.4536 5.1620 -4.5268
H -3.7859 -0.4184 -4.0452
C 0.2777 2.2311 -6.2877
C -4.7573 2.0825 -2.4982
H 0.3764 -3.4539 -4.9101
H -7.1424 3.1277 -4.2262
O 1.7736 2.3816 -3.5097
C 1.8923 1.2407 2.4720
O 0.2954 3.5666 -5.8238
C -3.9174 -0.3630 0.4182
H 1.5552 -1.0018 5.6315
H -2.8779 5.1154 -5.1224
C 0.8644 1.6005 -3.2802
H -7.1242 1.7927 -3.0433
C -3.4100 2.4788 -2.2321
H -0.6622 1.7293 -6.0573
C 3.4266 -4.5753 4.5789
O -2.1421 2.7306 0.2606
C -3.5305 4.5474 -4.4623
H -2.4706 -0.1835 -5.2091
C 2.4197 -2.6721 3.5186
H -3.8964 3.6603 -4.9767
C 2.0016 1.2013 1.0770
H 1.6575 0.3290 3.0054
O -5.2370 0.9676 -2.3152
H 2.8129 -0.5039 6.7710
H 2.2910 -5.4923 -1.7178
H 2.6083 -4.1951 7.2328
C 2.3310 -3.4013 2.3324
H -0.1624 -1.6671 -3.4448
C -1.7179 1.7682 -0.5845
H 0.4107 2.2857 -7.3688
C -2.9546 0.2283 -4.3231
C -4.0122 0.2894 2.7155
C -0.5295 1.7632 -3.4524
H -4.5396 0.7474 3.5419
H 4.6680 -1.9358 7.3674
As -1.6383 0.2503 -2.8449
H -1.0546 2.0709 1.9152
*
```

Atom charges from the Mulliken analysis, given in e for atoms 1 to 4: atom 1 (C): -0.875, atom 2 (C): 2.154, atom 3 (H): 0.325, atom 4 (C): -0.788



Record 4
A molecular structure, C2H5NOS2. Source: the OMol25 dataset; level of theory: ωB97M-V/def2-TZVPD.

The energy above the lowest of the compared OMol25 structures with the same formula, charge and spin is 48.7 kcal/mol. The calculation puts the frontier orbital gap at 9.0 eV. The total energy comes out at -1005.49614 a.u. The max |F| comes out at 0.048 hartree/bohr. As for the HOMO energy: -8.3 eV.

Structure (ORCA input):
```
! RIJCOSX wB97M-V def2-TZVPD def2/J DEFGRID3
* xyz 0 1
S -3.3162 -1.0875 0.5677
H -4.1870 -1.1239 -0.3870
H -4.1010 -2.0323 1.0729
N 0.4520 0.6035 -0.9895
H -0.2776 -1.3883 1.2014
O 0.8534 -1.8275 -0.5408
H 1.5192 -1.3821 1.3940
H 1.0681 1.2236 0.7167
C 0.8337 0.3137 0.2139
S 0.1572 -0.9091 -1.7140
C 0.6879 -1.1030 0.6954
*
```

Atom charges from the Mulliken analysis, given in e for atoms 1 to 4: atom 1 (S): -0.268, atom 2 (H): 0.133, atom 3 (H): 0.132, atom 4 (N): -0.336



Record 5
A molecular structure, C21H56AsF6O21S7. Source: the OMol25 dataset; level of theory: ωB97M-V/def2-TZVPD.

The energy above the lowest of the compared OMol25 structures with the same formula, charge and spin is 29.6 kcal/mol. The calculation puts the frontier orbital gap at 11.0 eV. The total energy comes out at -8036.24857 a.u. The max |F| comes out at 0.033 hartree/bohr. As for the HOMO energy: -8.9 eV.

Structure (ORCA input):
```
! RIJCOSX wB97M-V def2-TZVPD def2/J DEFGRID3
* xyz -1 1
C -4.7005 -0.3145 0.9905
C -2.4447 4.0096 -1.1581
F 0.6322 -1.2044 -2.0184
O 3.0079 -5.9464 -2.6995
F -1.7449 -0.6116 -1.9009
O 1.3531 -4.2230 -3.4287
O -5.0287 0.9825 -2.1883
O 5.1015 1.8911 -1.5490
H -0.7548 0.3529 4.7426
H 6.4353 -2.8181 -2.0344
H 3.0569 0.3749 -0.0901
H 3.6481 8.3995 -0.8781
C -0.3860 -2.5655 2.6852
H -3.5510 -4.1063 -2.2533
O -5.6844 2.2737 -4.2087
F 0.8823 -0.7856 0.4298
H -0.7727 1.7647 1.6847
H -1.8291 2.4535 -2.5446
H -1.0641 -6.1291 -2.6680
C 1.9725 3.8320 -2.3677
H 2.4733 9.2115 -1.8565
F -0.8218 -2.3606 -0.4398
H -1.7224 3.1742 5.2413
O -0.0355 3.0283 4.0928
H 3.2930 -1.0849 -0.9769
C -2.6955 2.7532 -1.9535
O -4.0911 -2.7068 2.0200
S -0.1861 -2.9820 4.4158
H 4.2446 -1.8473 -2.8472
H 0.8590 -1.8095 6.8130
C 5.2102 -1.4766 -3.1824
C 6.2937 -2.5245 -3.0741
H 3.0030 3.6979 -2.6845
O -3.7782 3.0211 -2.8745
C 3.8150 -0.1983 -0.6168
H -3.3242 1.5035 -5.2361
H -0.5003 -1.4962 2.5589
O 2.7477 5.9806 -1.0598
C 1.9968 7.1147 -1.5169
C -0.6121 -5.5249 -1.8809
O 1.0279 -1.9600 4.7506
O 1.2832 4.4916 2.7137
H 1.8317 -3.1170 6.3494
H 3.2633 -1.1703 7.0810
H -3.3535 4.3884 -0.6903
H -2.5279 0.6621 -3.8030
H -1.9982 4.7799 -1.7882
O 2.7491 3.8785 0.1589
C -3.4386 0.8800 -4.3568
H 2.6198 -0.1850 5.8493
H -4.7031 0.2897 1.8942
H -3.0199 1.9229 -1.3235
S -5.1929 -1.9961 1.4402
H -2.3378 -5.5268 -0.5041
H 1.2833 7.4169 -0.7532
As -0.4231 -0.6793 -0.7502
H 0.4402 -2.9980 2.1261
H -1.1377 -6.8461 -0.3061
H 1.0523 1.9477 1.6369
H -3.7563 -0.3016 0.4567
H 1.5389 6.8764 -2.4778
O -1.2051 4.5533 2.4396
H -5.4943 0.0406 0.3347
H 0.0427 2.8667 0.5716
H 5.1226 -1.1537 -4.2185
C 2.2878 -4.0750 -0.9387
H 1.3953 2.9131 -2.3294
O -1.3439 -2.5297 5.1448
O -5.5283 -2.5864 -0.0345
O -6.4883 -1.9420 2.0670
H 6.0176 -3.4077 -3.6575
C 2.8342 -1.2305 6.0730
H -1.7470 3.8796 -0.3315
F -1.4502 -0.2656 0.5857
H -3.4829 -2.4304 -0.4860
C -4.4268 -3.9672 -1.6231
C -4.4478 -2.5954 -0.9724
H 3.6376 -1.6308 5.4577
H -0.1716 1.3828 5.9773
C 1.6011 -2.0868 6.0528
H 3.5718 8.1045 -2.6296
O 3.5482 0.7297 -3.1217
H 7.2418 -2.2402 -3.5310
C -1.0437 1.2244 5.3313
O 5.6603 -0.3063 -2.4433
S 4.4698 0.6944 -2.0141
O 0.5798 4.9497 -0.3930
O 0.3124 -4.3222 4.5487
S -4.6584 1.7566 -3.3473
H -5.3684 -4.1278 -2.1540
C -1.2859 -5.7893 -0.5387
H 2.4117 -4.8568 -0.1909
S 1.9329 4.6265 -0.7539
H 1.5286 4.5776 -3.0309
C 2.9787 8.2519 -1.7254
H -0.7298 -5.2453 0.2271
C 0.0798 2.4252 1.5637
C -1.2882 2.4797 4.5115
H -1.2660 -3.1114 2.3429
H -1.8342 1.0011 6.0443
S 0.0114 3.8208 2.6827
H -3.8777 -0.0970 -4.5607
H 4.6998 -0.4704 -0.0491
F -0.0529 0.9977 -1.0359
H 1.4679 -3.3726 -0.8351
H -4.5492 -1.8416 -1.7560
H -2.0072 2.4154 3.6962
O 0.7560 -5.9680 -1.7254
S 1.9121 -5.0653 -2.4014
H -4.4542 -4.7385 -0.8488
H 3.2757 -3.6228 -1.0155
H -0.6741 -4.4718 -2.1504
*
```

Atom charges from the Mulliken analysis, given in e for atoms 1 to 4: atom 1 (C): -0.649, atom 2 (C): -1.083, atom 3 (F): -0.448, atom 4 (O): -0.655



Record 6
A molecular structure, C18H22N5O4V. Source: the OMol25 dataset; level of theory: ωB97M-V/def2-TZVPD.

The energy above the lowest of the compared OMol25 structures with the same formula, charge and spin is 4.7 kcal/mol. The calculation puts the frontier orbital gap (alpha / beta) at 7.9 / 5.1 eV. The total energy comes out at -2217.77819 a.u. The max |F| comes out at 0.017 hartree/bohr. As for the HOMO energy (alpha / beta): -10.7 / -8.4 eV.

Structure (ORCA input):
```
! RIJCOSX wB97M-V def2-TZVPD def2/J DEFGRID3
* xyz 1 2
C 0.6954 -1.9658 2.0194
C 1.4061 -0.2414 -2.5358
H -3.4654 -0.9787 0.4669
H -2.0635 -1.0860 1.5424
H 2.3392 -1.2215 -4.1536
N -0.2938 -2.0027 -0.2853
H -0.3475 2.0002 -5.0604
N 0.7036 -0.6604 1.8066
C -1.0879 1.8317 1.8541
H -1.9028 4.0813 -2.9632
H 0.1000 -2.3981 -1.1366
N 0.4794 0.6646 -2.0708
C -0.0733 1.5004 -3.0032
C 1.7558 -0.2481 3.8778
C 1.6175 -0.4684 -3.8745
V 0.3396 0.1138 -0.0976
H 2.1931 0.4397 4.5843
H 2.2749 1.7529 1.6356
N 0.2347 1.8195 1.1876
H -1.0447 1.0777 2.6471
H 1.2768 2.3407 2.9877
C 1.3248 1.6194 2.1633
C -0.7807 2.6686 -2.4827
O -0.7910 3.0153 -1.3154
C 1.6984 -1.6142 4.1458
H 1.1686 -3.5559 3.3867
O 2.2679 -0.2837 -0.3382
H -2.3812 2.3484 0.2129
C -2.2095 1.5095 0.8797
C 2.2268 -0.9393 -1.4832
H -1.2650 2.8005 2.3383
C 0.1220 1.3173 -4.3682
C -1.7659 -2.0285 -0.3828
O 2.7122 -2.0284 -1.6779
H 2.0794 -1.9935 5.0825
C -2.3685 -0.9491 0.5000
H 1.1215 -3.3376 0.4667
H -2.1600 -3.0179 -0.1245
H 0.3556 2.6688 0.6449
H -2.2024 0.5082 -0.9009
H -0.4878 -3.5566 1.1642
H -3.1363 1.3134 1.4334
C 0.2425 -2.8041 0.8446
O -1.5213 3.3068 -3.4089
C 1.1795 -2.4917 3.2092
H -2.0196 -1.8340 -1.4297
C 0.9395 0.3029 -4.8215
N -1.8463 0.3481 0.0387
H 1.1023 0.1603 -5.8777
C 1.2575 0.1957 2.6722
*
```

Atom charges from the Mulliken analysis, given in e for atoms 1 to 4: atom 1 (C): 0.764, atom 2 (C): 0.673, atom 3 (H): 0.517, atom 4 (H): 0.407



Question: The lowest max |F| belongs to which entry?
Answer: C18H22N5O4V



Question: Which of these has the lowest total energy?
Answer: C43H45As2N2O9S2Ti